# 1
77
Properties=species:S:1:pos:R:3 method="wB97M-V/def2-TZVPD" homo_energy_ev="-6.80 / -7.98" multiplicity=2 relative_energy_kcal_mol=25.8 s2=0.764 e_lumo_ev="-0.8 / -1.0" orbital_gap_ha="0.2198 / 0.2557"
Ti -1.08823 0.13615 0.76696
Cl -3.54705 0.90556 0.56589
P 2.57382 0.41274 -1.68790
P -0.40294 1.63436 -1.65523
O 0.38694 -0.97806 -0.43470
O -0.84896 2.12596 1.19206
O -1.00143 -1.75029 1.53179
O -1.68962 -0.91607 -0.87867
O 0.25168 3.73786 2.33813
O -0.45176 -2.45109 -1.82694
O 0.43112 -3.25286 2.40428
N -0.56368 -1.51881 -1.06442
N 0.33683 0.22774 2.18598
C 0.88435 -0.92306 2.61252
C 1.44255 3.51953 -0.69817
C -2.03491 2.30988 -2.15445
C -3.68248 4.07006 -1.93716
C 4.18936 2.16910 -3.10410
C -2.97930 1.54616 -2.83807
C 5.91160 0.24981 -4.11962
C 1.94845 1.48714 3.43894
C 2.16767 4.70207 -0.73095
C 4.27501 -3.21354 0.61649
C -2.74593 0.26459 2.05536
C -4.60879 3.30612 -2.63358
C 4.87510 -0.12498 -3.28050
C 4.15949 -0.86665 0.12061
C 2.09665 5.52671 -1.84468
C 2.54359 0.30946 3.81028
C 5.22480 2.54555 -3.95140
C 1.99704 -0.92950 3.40520
C 0.55555 3.99459 -2.87290
C 4.00131 0.83127 -2.76253
C 0.10297 0.65493 -3.13803
C -2.41189 3.57492 -1.69789
C 4.69818 -1.91142 0.85215
C 0.03687 2.45901 2.03376
C 3.20471 -1.09897 -0.87157
C 0.61567 3.16023 -1.75794
C 6.08679 1.58650 -4.45811
C -4.25379 2.04322 -3.07939
C 2.79266 -2.40663 -1.10094
C 1.38730 -0.19379 -2.98294
C 0.07558 -2.12322 2.15771
C 3.32078 -3.45569 -0.35916
C 1.29831 5.16510 -2.92189
C 0.81598 1.42737 2.60610
H 4.67844 -4.03218 1.19928
H 2.80336 4.96783 0.10508
H -0.09364 3.74186 -3.70364
H 3.42492 0.32675 4.43819
H -3.22957 -0.66370 2.33222
H 1.24443 5.80040 -3.79720
H 1.55309 2.84807 0.14106
H 5.43970 -1.70872 1.61528
H 2.03771 -2.63316 -1.84835
H 2.97407 -4.46510 -0.54208
H 4.75009 -1.16776 -3.01002
H 1.91049 -0.23015 -3.93816
H -5.60293 3.69200 -2.82069
H 0.17784 1.34719 -3.97911
H -0.33440 4.27442 1.79128
H -2.74681 0.54302 -3.16923
H -4.97124 1.43218 -3.61286
H 6.58725 -0.50110 -4.51088
H 1.10858 -1.21762 -2.74237
H -2.80430 1.03002 2.82160
H -0.72356 -0.01937 -3.35804
H -1.70052 4.18079 -1.15290
H 5.35828 3.58916 -4.20956
H 2.32993 2.44575 3.76264
H 4.48113 0.15063 0.32390
H -3.95181 5.05542 -1.57708
H 6.89850 1.87692 -5.11383
H 2.41486 -1.87507 3.71998
H 3.51789 2.91998 -2.70477
H 2.67021 6.44465 -1.87843



# 2
8
Properties=species:S:1:pos:R:3 method="wB97M-V/def2-TZVPD" homo_energy_ev=-9.60 relative_energy_kcal_mol=31.5 e_lumo_ev=-2.0 orbital_gap_ha=0.2800 smiles="S=C1N=CC=N1"
S -0.50409 2.21465 1.79975
N -0.02698 -0.50023 1.20595
N -0.39089 0.97552 -0.64141
C -0.17900 -0.13597 -1.11140
C 0.29838 -1.02477 0.07433
C -0.38928 0.91057 0.81574
H 0.85862 -1.93820 -0.09463
H 0.33324 -0.50156 -2.04833



# 3
34
Properties=species:S:1:pos:R:3 method="wB97M-V/def2-TZVPD" homo_energy_ev=-9.05 relative_energy_kcal_mol=30.7 e_lumo_ev=0.9 orbital_gap_ha=0.3647 smiles="C#C[Si](C)(C)C.C=C[Si](C)(C)C"
Si 2.93437 -0.93733 -0.02961
Si -3.33504 0.19257 -0.15390
C -4.76116 -0.92881 0.48475
C 0.70831 0.90223 -0.35300
C -1.90520 0.30899 1.02305
C 1.20874 -0.32891 -0.56793
C -2.72325 -0.42914 -1.80147
C 3.66706 0.24025 1.24716
C 2.75062 -2.68890 0.68470
C 3.86135 -1.22765 -1.58728
C -3.93320 2.02222 -0.22708
C -1.02819 0.27613 1.86999
H 0.53547 -1.08753 -1.12080
H -3.02769 2.53190 -0.74746
H 3.72114 -2.26240 -2.01247
H -5.29717 -1.19795 -0.50429
H -3.35949 -0.49256 -2.61650
H -4.76182 2.50692 -0.67547
H 1.32709 1.75156 0.04380
H 2.89804 0.90418 1.76524
H -0.33754 0.36091 2.57641
H -5.22030 -0.27353 1.22743
H 3.71678 -0.66480 -2.53639
H 4.29616 -0.33646 2.01122
H 4.95171 -1.22644 -1.34682
H -1.91512 0.17105 -2.20683
H 3.59892 -2.95461 1.29477
H 2.62782 -3.31481 -0.21361
H -0.26890 1.26204 -0.72651
H -4.61895 -1.86291 1.05712
H -2.19322 -1.33573 -1.72038
H -3.98460 2.30632 0.76586
H 4.30455 0.90222 0.70553
H 1.82386 -2.95130 1.26145



| no. | molar mass (g mol⁻¹) | E (eV) |
| --- | --- | --- |
| 1 | 723.89 | -107272.787 |
| 2 | 98.13 | -16956.039 |
| 3 | 198.46 | -26479.741 |